*A*
{
  "formula": "C2H10NO2",
  "method": "ωB97M-V with the def2-TZVPD basis set",
  "symbols": ["C", "C", "N", "H", "H", "H", "H", "H", "H", "H", "H", "O", "H", "H", "O"],
  "xyz": [[1.799, -0.001, -1.743], [1.746, 0.262, 0.661], [1.160, 0.134, -0.460], [1.347, 0.560, -2.550], [1.595, -0.999, -2.157], [2.855, 0.126, -1.646], [2.809, 0.066, 0.735], [1.132, 0.428, 1.536], [0.141, 0.236, -0.423], [-3.070, -1.596, 1.651], [-2.766, -0.882, 2.859], [-2.600, -0.787, 1.909], [-2.143, 0.146, 0.279], [-2.268, 1.555, -0.291], [-1.738, 0.753, -0.360]],
  "spin_multiplicity": 1,
  "orbital_gap_ev": 10.745,
  "total_charge": 1,
  "mol_weight_g_mol": 80.1,
  "homo_ev": -15.460
}

---

*B*
{
  "formula": "C2H10NO2",
  "method": "ωB97M-V with the def2-TZVPD basis set",
  "symbols": ["C", "C", "N", "H", "H", "H", "H", "H", "H", "H", "H", "O", "H", "H", "O"],
  "xyz": [[-0.393, -0.139, -1.153], [0.220, -0.499, -2.271], [0.407, 0.023, 0.104], [-1.461, -0.169, -1.010], [-0.463, -0.664, -3.094], [1.279, -0.683, -2.355], [1.403, 0.023, -0.120], [0.051, -0.702, 0.751], [0.310, 1.039, 0.337], [0.315, 3.222, 1.571], [-0.820, 3.097, 0.569], [-0.090, 2.622, 0.949], [-0.795, -2.082, 2.433], [0.265, -2.952, 1.628], [-0.229, -2.137, 1.661]],
  "spin_multiplicity": 1,
  "orbital_gap_ev": 11.907,
  "total_charge": 1,
  "mol_weight_g_mol": 80.1,
  "homo_ev": -14.861
}

---

Stability, highest: *B*